Entry A
14
Properties=species:S:1:pos:R:3 method="wB97M-V/def2-TZVPD" homo_ev=-10.44 smiles=CC.CO total_charge=0 orbital_gap_ev=11.48
C 5.205 0.158 0.141
C 4.050 -0.573 -0.541
H 5.626 -0.436 0.959
H 4.953 1.147 0.530
H 6.058 0.334 -0.528
H 3.139 0.014 -0.539
H 4.272 -0.826 -1.575
H 3.874 -1.549 -0.086
C -6.316 -0.054 0.427
O -6.483 1.314 -0.007
H -6.574 -0.712 -0.400
H -5.264 -0.267 0.627
H -6.906 -0.183 1.320
H -5.632 1.633 -0.328

Entry B
14
Properties=species:S:1:pos:R:3 method="wB97M-V/def2-TZVPD" homo_ev=-10.21 smiles=CC.CO total_charge=0 orbital_gap_ev=11.14
C -0.205 -1.551 -1.985
O 0.001 -1.127 -0.621
H -0.639 -1.544 -0.041
H -1.093 -1.082 -2.559
H 0.819 -1.255 -2.343
H -0.287 -2.673 -2.088
C 0.072 0.669 1.295
C 0.210 2.088 1.367
H 0.863 0.083 0.893
H -0.089 0.218 2.298
H -0.833 0.528 0.574
H -0.492 2.459 2.042
H 0.064 2.676 0.411
H 1.214 2.372 1.722

Entry C
14
Properties=species:S:1:pos:R:3 method="wB97M-V/def2-TZVPD" homo_ev=-10.09 smiles=CC.CO total_charge=0 orbital_gap_ev=11.06
C -1.130 -0.661 -0.570
C -2.555 -0.960 -1.084
H -1.080 -0.477 0.501
H -0.600 -1.624 -0.486
H -0.638 -0.015 -1.285
H -2.677 -1.925 -1.536
H -2.798 -0.201 -1.833
H -3.383 -0.901 -0.376
C 1.505 0.476 1.269
O 2.307 1.179 0.300
H 2.288 2.110 0.450
H 2.162 -0.274 1.685
H 0.903 1.241 1.721
H 0.779 -0.163 0.722

Entry D
14
Properties=species:S:1:pos:R:3 method="wB97M-V/def2-TZVPD" homo_ev=-10.27 smiles=CC.CO total_charge=0 orbital_gap_ev=11.09
C 1.114 1.116 1.191
C 1.950 1.312 -0.168
H 0.418 0.278 1.186
H 0.616 2.080 1.524
H 1.873 0.933 2.022
H 1.317 1.381 -1.163
H 2.521 2.340 -0.229
H 2.693 0.475 -0.276
C -2.021 -1.612 -0.303
O -0.975 -0.769 -0.665
H -1.806 -2.499 0.436
H -2.692 -1.019 0.330
H -2.669 -1.916 -1.141
H -0.727 -0.795 -1.689

Short version: entry B is the least stable of them.

Entry A
14
Properties=species:S:1:pos:R:3 method="wB97M-V/def2-TZVPD" homo_ev=-10.35 smiles=CC.CO total_charge=0 orbital_gap_ev=11.35
C -1.609 2.184 -0.922
O -0.781 1.109 -1.392
H 0.104 1.191 -1.013
H -1.649 2.941 -1.704
H -1.266 2.604 0.019
H -2.601 1.755 -0.803
C 1.317 -0.803 0.557
C 0.618 -2.111 0.930
H 1.220 -0.022 1.308
H 2.375 -0.998 0.372
H 0.986 -0.426 -0.407
H 0.077 -2.066 1.874
H -0.106 -2.411 0.177
H 1.315 -2.946 1.004

Entry B
14
Properties=species:S:1:pos:R:3 method="wB97M-V/def2-TZVPD" homo_ev=-10.30 smiles=CC.CO total_charge=0 orbital_gap_ev=11.36
C 1.352 0.657 0.104
C 1.711 -0.825 -0.155
H 1.037 1.070 -0.810
H 0.604 0.570 0.897
H 2.185 1.235 0.479
H 2.609 -1.207 0.390
H 2.095 -1.037 -1.126
H 0.933 -1.580 0.251
C -2.370 0.454 0.036
O -1.672 -0.774 0.298
H -0.906 -0.858 -0.240
H -3.122 0.014 -0.636
H -1.739 1.241 -0.391
H -2.718 1.040 0.904

Short version: entry B is the least stable of them.

Entry A
8
Properties=species:S:1:pos:R:3 method="wB97M-V/def2-TZVPD" homo_ev="-8.19 / -8.24" total_charge=0 orbital_gap_ev="6.66 / 6.87"
C -1.269 -0.752 -0.047
C -1.256 0.565 0.072
C -0.416 -1.658 -0.329
N -0.078 1.172 -0.031
N 0.931 0.473 0.378
S 0.347 -3.027 -0.389
H -0.020 2.183 -0.202
H 1.761 1.045 0.548

Entry B
8
Properties=species:S:1:pos:R:3 method="wB97M-V/def2-TZVPD" homo_ev=-9.51 smiles="S=C1C=NN=C1" total_charge=0 orbital_gap_ev=7.24
C -0.193 -0.072 0.375
C 0.221 -1.193 -0.558
C 0.822 0.986 0.096
H -0.213 -2.171 -0.658
H 0.913 1.991 0.290
N 1.243 -0.771 -1.236
N 1.558 0.604 -0.974
S -1.588 0.189 1.023

Short version: entry A is the least stable of them.

Entry A
24
Properties=species:S:1:pos:R:3 method="wB97M-V/def2-TZVPD" homo_ev=-12.97 total_charge=+1 orbital_gap_ev=9.89
C 2.719 0.411 0.537
C 1.462 -0.435 0.313
C 1.018 -0.480 -1.108
C -0.499 -0.559 -1.335
C -1.071 -0.019 -2.381
C -2.446 -1.594 -0.412
N -1.278 -1.027 -0.188
N 0.287 0.061 1.319
H 2.760 1.236 -0.099
H 2.803 0.696 1.601
H 3.626 -0.118 0.352
H 1.716 -1.479 0.646
H 1.327 0.448 -1.454
H 1.364 -1.427 -1.673
H -2.156 0.201 -2.384
H -0.511 0.322 -3.342
H -2.926 -1.970 0.509
H -3.159 -1.701 -1.343
H 0.762 0.413 2.313
H -0.070 0.837 0.805
H -0.329 -0.727 1.527
H -1.442 2.560 2.255
H -0.011 3.169 2.580
O -0.490 2.546 2.013

Entry B
24
Properties=species:S:1:pos:R:3 method="wB97M-V/def2-TZVPD" homo_ev=-13.68 total_charge=+1 orbital_gap_ev=10.55
C 1.471 -1.917 0.639
C -1.529 -0.271 2.112
C -1.284 -1.672 -0.102
C 1.025 2.040 -3.162
C 0.238 1.064 -1.164
C -0.716 -0.979 1.096
N 0.458 -1.358 1.485
N 1.035 1.939 -1.682
O -0.097 0.951 0.007
H 2.409 -1.354 0.855
H 1.515 -3.012 0.693
H -2.634 -0.510 1.999
H -1.330 -0.292 3.148
H -1.639 0.792 1.625
H -1.317 -2.737 0.010
H -2.283 -1.411 -0.319
H -0.683 -1.435 -1.067
H 1.700 2.807 -3.445
H 1.398 1.108 -3.492
H -0.015 2.187 -3.426
H -0.289 0.352 -1.860
H 1.700 2.358 -1.040
H 0.859 -0.956 2.345
H 1.409 -1.560 -0.505

Entry C
24
Properties=species:S:1:pos:R:3 method="wB97M-V/def2-TZVPD" homo_ev=-12.56 total_charge=+1 orbital_gap_ev=7.52
C -0.206 -0.214 1.212
C -1.737 -0.228 1.402
C -1.882 -0.476 -1.111
C 2.218 -0.501 -0.105
C 2.205 1.714 1.053
C 1.557 0.891 -0.016
N 0.136 0.773 0.263
N -2.454 -0.896 0.259
O -2.724 0.441 -1.586
H 0.099 0.190 2.080
H 0.187 -1.164 0.984
H -2.129 -0.697 2.252
H -2.070 0.866 1.274
H -0.436 0.589 -0.593
H 1.686 -1.187 -0.831
H 3.182 -0.299 -0.499
H 2.207 -1.018 0.816
H 2.581 1.159 1.991
H 1.455 2.403 1.531
H 3.087 2.174 0.689
H 1.607 1.494 -0.902
H -2.263 -1.922 0.261
H -3.464 -0.732 0.428
H -2.759 0.609 -2.502

Short version: entry C is the least stable of them.

Entry A
15
Properties=species:S:1:pos:R:3 method="wB97M-V/def2-TZVPD" homo_ev="-13.79 / -13.79" total_charge=+1 orbital_gap_ev="7.53 / 7.53"
C -0.241 -1.471 0.661
C -0.386 -2.447 1.432
C 0.328 0.264 -0.688
C 0.728 -0.366 -1.913
C -0.421 1.854 1.066
N 0.076 1.437 -0.200
O 0.321 2.277 -1.090
H -0.114 -2.871 2.312
H -1.101 -3.289 1.175
H -0.210 -0.433 -2.474
H 1.134 -1.375 -1.890
H 1.362 0.232 -2.567
H -0.696 1.162 1.900
H -1.196 2.554 0.894
H 0.415 2.474 1.383

Entry B
15
Properties=species:S:1:pos:R:3 method="wB97M-V/def2-TZVPD" homo_ev="-13.94 / -13.53" total_charge=+1 orbital_gap_ev="8.30 / 7.73"
C -0.110 -1.380 1.714
C -1.065 -1.344 0.694
C 0.894 -0.411 1.780
C -1.046 -0.342 -0.361
C 0.785 1.018 -1.191
N -0.077 0.704 -0.085
O 1.664 0.060 2.626
H -0.154 -2.063 2.466
H -1.949 -2.038 0.564
H -0.745 -0.708 -1.389
H -2.081 0.096 -0.479
H 1.701 1.308 -0.796
H 0.357 1.979 -1.636
H 0.884 0.211 -2.019
H 2.268 0.791 2.503

Short version: entry A is the least stable of them.